Run w
Below is a cluster of 2 separate species, C4H13N3O in total, with properties calculated with wB97M-V/def2-TZVPD.

Computed properties:
net charge = 0
M = 119.2 g/mol
Kohn-Sham gap = 8.58 eV
lowest unoccupied orbital energy = 0.94 eV
HOMO level = -7.63 eV

CARTESIAN COORDINATES (ANGSTROEM)
C 1.58 1.14 -0.17
C 1.63 -0.83 1.20
N 0.80 0.20 0.61
H -0.44 0.70 1.10
H 0.93 1.92 -0.56
H 1.02 -1.56 1.73
H 2.09 0.65 -1.03
H 2.36 1.63 0.42
H 2.23 -1.37 0.44
H 2.35 -0.42 1.93
C -1.00 -0.21 -1.67
C -1.11 -0.36 -0.19
N -1.32 -1.62 0.29
O -1.76 1.87 -0.09
N -1.57 0.63 0.65
H -2.62 2.16 0.24
H -0.71 -2.34 -0.05
H -1.51 -1.67 1.28
H -1.99 -0.25 -2.12
H -0.55 0.74 -1.94
H -0.40 -1.02 -2.09

***

Run x
Below is a cluster of 2 separate species, C4H13N3O in total, with properties calculated with wB97M-V/def2-TZVPD.

Computed properties:
net charge = 0
M = 119.2 g/mol
Kohn-Sham gap = 7.02 eV
lowest unoccupied orbital energy = 0.24 eV
HOMO level = -6.78 eV

CARTESIAN COORDINATES (ANGSTROEM)
C -1.15 1.84 -0.11
C -0.13 1.42 -0.90
N -0.33 0.28 -1.82
N -0.84 2.29 1.17
H -2.19 1.62 -0.45
H 0.95 1.49 -0.66
H -0.34 -0.73 -1.34
H -1.18 0.41 -2.35
H 0.42 0.19 -2.48
H 0.02 1.73 1.44
H -1.55 2.49 1.85
C 1.52 -0.57 0.91
O 1.36 0.67 1.49
C 0.21 -1.43 0.89
N -0.15 -1.91 -0.43
H 1.75 -0.53 -0.21
H 2.32 -1.15 1.37
H 0.30 -2.31 1.57
H -0.60 -0.79 1.33
H 0.60 -2.51 -0.82
H -1.01 -2.50 -0.45

***

Run y
Below is a structure of composition C4H13N3O, with properties calculated with wB97M-V/def2-TZVPD.

Computed properties:
net charge = 0
M = 119.2 g/mol
Kohn-Sham gap = 7.65 eV
lowest unoccupied orbital energy = 0.67 eV
HOMO level = -6.97 eV

CARTESIAN COORDINATES (ANGSTROEM)
C -0.22 0.54 -1.09
C 1.25 0.46 -1.48
N -1.09 0.01 -2.13
H -2.05 0.23 -1.90
H -0.88 0.46 -3.02
H -0.43 1.60 -0.85
H -0.69 0.89 0.87
H 1.52 -0.54 -1.81
H 1.90 0.72 -0.64
H 1.51 1.17 -2.27
C 0.03 -1.94 0.48
N -0.54 -0.60 0.36
C -0.70 0.73 2.18
N 0.66 0.69 2.34
O -1.48 1.26 2.93
H -1.55 -0.71 0.22
H 1.12 0.34 1.50
H 1.05 1.53 2.73
H 1.08 -1.85 0.76
H -0.49 -2.51 1.26
H -0.01 -2.50 -0.46

***

Run z
Below is a structure of composition C4H13N3O, with properties calculated with wB97M-V/def2-TZVPD.

Computed properties:
net charge = 0
M = 119.2 g/mol
Kohn-Sham gap (alpha / beta) = 6.67 / 6.67 eV
lowest unoccupied orbital energy (alpha / beta) = -0.08 / -0.08 eV
HOMO level (alpha / beta) = -6.75 / -6.75 eV

CARTESIAN COORDINATES (ANGSTROEM)
C -1.19 1.10 0.72
C 1.52 2.11 0.97
N 0.60 1.51 0.03
H 0.51 1.96 -0.87
H 1.25 3.13 1.28
H 1.57 1.53 1.90
H -1.24 1.73 1.60
H -1.56 1.54 -0.20
H -1.83 0.25 0.97
H 2.51 2.15 0.51
C -0.84 -1.91 -1.88
N 0.06 -1.56 0.38
C -1.04 -1.87 -0.39
N 1.26 -1.16 -0.14
O -2.12 -2.10 0.16
H -0.13 -1.56 1.38
H 1.97 -1.40 0.56
H 1.06 0.29 -0.22
H -1.60 -2.54 -2.33
H -0.90 -0.89 -2.28
H 0.14 -2.31 -2.16

***

run x wins, 0.415 eV ahead of the next structure.

***

Run w
Below is a cluster of 2 separate species, C4H13N3O in total, with properties calculated with wB97M-V/def2-TZVPD.

Computed properties:
net charge = 0
M = 119.2 g/mol
Kohn-Sham gap = 8.33 eV
SMILES = N/C=C(\N)CCN.O
lowest unoccupied orbital energy = 0.79 eV
HOMO level = -7.54 eV

CARTESIAN COORDINATES (ANGSTROEM)
N -0.35 1.09 2.20
C 0.19 0.13 1.34
C -0.09 0.07 0.04
N -1.08 0.84 -0.62
C 0.81 -0.65 -0.93
C 0.90 -2.19 -0.74
N -0.32 -2.86 -1.22
H -1.25 1.44 1.95
H -0.29 1.08 3.20
H 1.07 -0.38 1.73
H -1.44 0.29 -1.39
H -1.84 1.24 -0.09
H 1.87 -0.34 -0.88
H 0.53 -0.44 -1.96
H 1.06 -2.42 0.31
H 1.70 -2.55 -1.39
H -0.74 -2.47 -2.05
H -1.02 -2.93 -0.50
O 0.16 3.16 -0.07
H 0.34 3.04 0.86
H 0.00 2.43 -0.66

***

Run x
Below is a structure of composition C4H13N3O, with properties calculated with wB97M-V/def2-TZVPD.

Computed properties:
net charge = 0
M = 119.2 g/mol
Kohn-Sham gap = 8.45 eV
lowest unoccupied orbital energy = 0.30 eV
HOMO level = -8.15 eV

CARTESIAN COORDINATES (ANGSTROEM)
C -1.38 -0.54 0.66
C -1.68 0.16 1.99
N -2.54 -1.34 0.26
O -0.96 0.36 -0.30
H 0.25 0.87 -0.32
H -0.57 -1.28 0.86
H -2.37 -1.74 -0.65
H -3.34 -0.72 0.16
H -2.51 0.85 1.85
H -0.81 0.73 2.31
H -1.94 -0.57 2.75
C 2.03 1.82 -1.58
N 1.59 0.87 -0.58
C 1.45 -1.66 -0.52
N 1.23 -0.64 -1.22
H 2.16 0.85 0.26
H 1.93 2.84 -1.20
H 1.41 1.68 -2.46
H 3.08 1.67 -1.86
H 0.74 -2.48 -0.60
H 2.26 -1.75 0.20

***

run w wins, 3.097 eV ahead of the next structure.

***

Run w
Below is a structure of composition C3H5NS2, with properties calculated with wB97M-V/def2-TZVPD.

Computed properties:
net charge = 0
M = 119.2 g/mol
Kohn-Sham gap = 8.93 eV
lowest unoccupied orbital energy = 0.22 eV
HOMO level = -8.72 eV

CARTESIAN COORDINATES (ANGSTROEM)
C -1.98 -0.55 -0.08
C -0.42 -0.45 0.13
C 1.88 0.98 0.16
H -2.37 -0.90 1.18
H -2.39 0.37 -0.78
H -2.10 -1.70 -0.71
H 2.11 1.61 1.04
H 2.56 1.57 -0.69
N 0.38 -1.39 0.02
S 2.20 -0.88 -0.14
S 0.13 1.36 -0.13

***

Run x
Below is the molecule C3H5NS2, with properties calculated with wB97M-V/def2-TZVPD.

Computed properties:
net charge = 0
M = 119.2 g/mol
Kohn-Sham gap = 9.85 eV
SMILES = S[C@H]1CSC=N1
lowest unoccupied orbital energy = 0.72 eV
HOMO level = -9.13 eV

CARTESIAN COORDINATES (ANGSTROEM)
S 2.08 -0.32 -0.82
C 0.69 0.27 0.27
C -0.36 1.08 -0.53
S -1.95 0.10 -0.66
C -1.23 -1.03 0.48
N -0.04 -0.99 0.86
H 2.47 -1.41 -0.10
H 0.87 0.93 1.18
H -0.47 2.03 0.10
H -0.15 1.21 -1.63
H -1.91 -1.88 0.86

***

Run y
Below is the molecule C3H5NS2, with properties calculated with wB97M-V/def2-TZVPD.

Computed properties:
net charge = 0
M = 119.2 g/mol
Kohn-Sham gap = 9.78 eV
SMILES = CSSC1=NC1
lowest unoccupied orbital energy = 0.44 eV
HOMO level = -9.34 eV

CARTESIAN COORDINATES (ANGSTROEM)
C -0.73 0.38 -1.93
S 0.27 -1.16 -1.92
S -0.31 -1.83 -0.09
C 0.67 -1.12 1.07
N 1.75 -0.47 1.22
C 0.96 -0.64 2.46
H -0.77 0.53 -3.02
H 0.03 1.04 -1.50
H -1.52 0.05 -1.40
H 0.49 0.26 2.79
H 1.44 -1.31 3.29

***

run x wins, 1.521 eV ahead of the next structure.

***

Run w
Below is the molecule C6H7NO, with properties calculated with wB97M-V/def2-TZVPD.

Computed properties:
net charge = 0
M = 109.1 g/mol
Kohn-Sham gap = 7.58 eV
SMILES = CC1=NC=C/C1=C\O
lowest unoccupied orbital energy = -0.49 eV
HOMO level = -8.07 eV

CARTESIAN COORDINATES (ANGSTROEM)
C -1.03 1.83 0.13
C -0.87 0.31 -0.27
N -1.88 -0.65 -0.08
C -1.35 -1.92 0.14
C 0.00 -1.85 0.06
C 0.38 -0.46 -0.19
C 1.57 0.18 -0.02
O 2.59 -0.43 0.15
H -0.97 2.58 -0.70
H -0.55 2.20 1.05
H -2.14 2.16 0.44
H -1.80 -2.78 0.13
H 0.79 -2.52 -0.18
H 1.75 1.29 -0.33
H 3.50 0.05 -0.34

***

Run x
Below is the molecule C6H7NO, with properties calculated with wB97M-V/def2-TZVPD.

Computed properties:
net charge = 0
M = 109.1 g/mol
Kohn-Sham gap = 10.65 eV
SMILES = C[C@H]1[C@H]2C=CC(=O)N21
lowest unoccupied orbital energy = 0.82 eV
HOMO level = -9.84 eV

CARTESIAN COORDINATES (ANGSTROEM)
C -0.95 1.04 1.26
C -0.72 1.13 -0.25
C 0.66 0.89 -0.96
C 1.70 0.18 0.00
C 1.21 -0.94 0.25
C -0.18 -1.01 -0.17
O -1.04 -1.64 0.34
N -0.33 0.00 -1.10
H -1.97 0.21 1.22
H -1.23 2.02 1.69
H -0.31 0.57 2.23
H -1.56 1.91 -0.57
H 0.98 1.39 -1.86
H 2.60 0.91 0.65
H 1.87 -1.65 0.89

***

Run y
Below is the molecule C6H7NO, with properties calculated with wB97M-V/def2-TZVPD.

Computed properties:
net charge = 0
M = 109.1 g/mol
Kohn-Sham gap = 10.03 eV
SMILES = O=C1[C@@H]2C=C[C@H]1NC2
lowest unoccupied orbital energy = 0.99 eV
HOMO level = -9.04 eV

CARTESIAN COORDINATES (ANGSTROEM)
O 1.29 1.76 -0.39
C 0.63 0.85 -0.20
C -0.85 0.69 0.13
C -0.63 -0.08 1.47
C 0.36 -0.91 1.30
C 0.88 -0.67 -0.12
N -0.13 -1.19 -1.06
C -1.27 -0.23 -0.99
H -1.45 1.57 0.33
H -1.16 0.07 2.38
H 0.63 -1.71 2.00
H 1.91 -0.99 -0.40
H -0.47 -2.04 -0.66
H -1.41 0.25 -1.93
H -2.20 -0.81 -0.75

***

Run z
Below is a structure of composition C6H7NO, with properties calculated with wB97M-V/def2-TZVPD.

Computed properties:
net charge = 0
M = 109.1 g/mol
Kohn-Sham gap = 9.41 eV
lowest unoccupied orbital energy = 0.26 eV
HOMO level = -9.15 eV

CARTESIAN COORDINATES (ANGSTROEM)
C 1.23 -0.01 -1.55
C -0.44 0.21 -0.57
C -1.35 0.39 0.76
C -0.54 -0.35 1.70
C 0.81 -0.49 1.29
C 0.90 0.22 0.02
H -0.40 -0.12 -2.65
H -0.58 -0.88 -0.92
H -1.45 1.49 0.78
H -2.31 -0.14 0.59
H -0.96 -0.30 2.79
H 1.37 -1.30 1.56
H 1.66 1.14 0.42
N 0.05 0.70 -1.78
O 1.97 -0.56 -2.43

***

run y wins, 2.628 eV ahead of the next structure.

***

Run w
Below is a cluster of 2 separate species, C7H16N2O in total, with properties calculated with wB97M-V/def2-TZVPD.

Computed properties:
net charge = 0
M = 144.2 g/mol
Kohn-Sham gap = 10.68 eV
SMILES = CC(C)(N)C#N.CC(C)O
lowest unoccupied orbital energy = 0.89 eV
HOMO level = -9.80 eV

CARTESIAN COORDINATES (ANGSTROEM)
C 2.95 1.10 1.27
C 1.51 0.94 0.75
C 0.59 0.41 1.86
N 1.06 2.20 0.18
C 1.54 -0.04 -0.33
N 1.60 -0.82 -1.16
H 2.95 1.79 2.11
H 3.36 0.15 1.59
H 3.58 1.51 0.48
H 0.92 -0.57 2.21
H 0.59 1.10 2.70
H -0.43 0.32 1.47
H 0.12 2.08 -0.20
H 1.02 2.91 0.90
C -1.31 -1.75 -2.12
C -2.01 -0.69 -1.29
C -2.39 -1.22 0.09
O -1.21 0.47 -1.11
H -0.39 -2.07 -1.62
H -1.96 -2.61 -2.26
H -1.04 -1.35 -3.10
H -2.94 -0.38 -1.81
H -3.13 -2.01 -0.01
H -1.51 -1.63 0.59
H -2.80 -0.43 0.70
H -0.65 0.57 -1.89

***

Run x
Below is a structure of composition C7H16N2O, with properties calculated with wB97M-V/def2-TZVPD.

Computed properties:
net charge = 0
M = 144.2 g/mol
Kohn-Sham gap = 8.47 eV
lowest unoccupied orbital energy = 0.92 eV
HOMO level = -7.56 eV

CARTESIAN COORDINATES (ANGSTROEM)
C -0.62 0.67 -1.02
C -0.80 0.11 -2.41
N -1.87 0.82 -0.34
N 0.23 1.84 -0.93
H 0.07 0.22 0.44
H 1.19 1.57 -1.15
H -2.65 1.02 -0.95
H -1.82 1.48 0.42
H -0.06 2.57 -1.58
H -1.24 0.88 -3.06
H -1.47 -0.75 -2.42
H 0.16 -0.18 -2.83
C -0.21 -2.02 -0.26
C 1.95 0.49 1.92
C 0.60 -0.75 -0.28
C 0.63 -0.14 1.65
C -0.25 -0.57 2.54
O 1.71 -0.64 -0.77
H -0.11 -2.50 -1.23
H 0.19 -2.70 0.50
H -1.26 -1.85 -0.04
H 2.21 0.41 2.98
H 2.74 0.02 1.33
H 1.94 1.55 1.63
H -0.04 -0.54 3.60
H -1.20 -0.99 2.25

***

run w wins, 3.824 eV ahead of the next structure.

***

Run w
Below is a structure of composition C5H12NOS, with properties calculated with wB97M-V/def2-TZVPD.

Computed properties:
net charge = -1
M = 134.2 g/mol
Kohn-Sham gap = 5.47 eV
lowest unoccupied orbital energy = 3.10 eV
HOMO level = -2.37 eV

CARTESIAN COORDINATES (ANGSTROEM)
C 0.94 0.28 0.78
C 1.99 -0.59 0.63
O 2.60 -1.13 -0.54
C 0.33 0.70 -0.52
N -0.61 -0.38 -1.08
C -1.83 -0.45 -0.21
C -3.09 0.24 -0.73
S -4.48 -0.22 0.40
H 0.90 0.96 1.61
H 4.54 1.21 1.35
H 3.85 0.97 1.42
H 1.56 -1.34 -0.37
H 2.57 -1.04 1.46
H -0.27 1.58 -0.31
H 1.09 0.75 -1.30
H -0.15 -1.27 -0.94
H -1.62 -0.03 0.79
H -2.05 -1.50 -0.01
H -2.93 1.32 -0.69
H -3.34 -0.07 -1.74

***

Run x
Below is the ion C5H12NOS with charge -1, with properties calculated with wB97M-V/def2-TZVPD.

Computed properties:
net charge = -1
M = 134.2 g/mol
Kohn-Sham gap = 5.59 eV
SMILES = OCCCNCC[S-]
lowest unoccupied orbital energy = 3.13 eV
HOMO level = -2.46 eV

CARTESIAN COORDINATES (ANGSTROEM)
O -1.11 2.85 2.75
C -1.26 1.43 2.52
C -1.54 1.16 1.08
C -0.26 0.98 0.23
N 0.25 -0.39 0.55
C -0.13 -1.42 -0.38
C 0.33 -1.13 -1.97
S 1.99 -1.94 -2.44
H -1.16 3.52 2.11
H -2.16 1.25 3.20
H -0.23 1.10 2.75
H -1.97 0.26 0.61
H -2.22 1.91 0.69
H -0.58 0.89 -0.85
H 0.42 1.90 0.35
H 1.30 -0.52 0.63
H -1.32 -1.55 -0.47
H 0.31 -2.40 0.05
H -0.40 -1.53 -2.60
H 0.40 0.04 -2.17

***

run x wins, 2.099 eV ahead of the next structure.

***

Run w
Below is the molecule CH2F3NO, with properties calculated with wB97M-V/def2-TZVPD.

Computed properties:
net charge = 0
M = 101.0 g/mol
Kohn-Sham gap = 11.42 eV
SMILES = NOC(F)(F)F
lowest unoccupied orbital energy = 0.70 eV
HOMO level = -10.72 eV

CARTESIAN COORDINATES (ANGSTROEM)
N -0.37 -0.77 -1.29
O 0.01 -0.72 0.19
C 0.44 0.40 0.79
F 1.06 -0.02 1.88
F -0.56 1.15 1.24
F 1.27 1.18 0.04
H -1.10 -1.45 -1.35
H -0.76 0.23 -1.49

***

Run x
Below is the molecule CH2F3NO, with properties calculated with wB97M-V/def2-TZVPD.

Computed properties:
net charge = 0
M = 101.0 g/mol
Kohn-Sham gap = 11.15 eV
SMILES = NOC(F)(F)F
lowest unoccupied orbital energy = 0.43 eV
HOMO level = -10.72 eV

CARTESIAN COORDINATES (ANGSTROEM)
N -1.71 0.46 -0.09
O -0.35 -0.28 -0.35
C 1.07 -0.51 0.03
F 1.10 -1.65 0.82
F 1.60 0.44 0.68
F 1.63 -0.73 -1.16
H -1.66 1.01 0.79
H -1.68 1.26 -0.73

***

run w wins, 1.308 eV ahead of the next structure.

***

Run w
Below is the molecule C2H6N2S, with properties calculated with wB97M-V/def2-TZVPD.

Computed properties:
net charge = 0
M = 90.2 g/mol
Kohn-Sham gap = 8.87 eV
SMILES = NCC(N)=S
lowest unoccupied orbital energy = 0.75 eV
HOMO level = -8.12 eV

CARTESIAN COORDINATES (ANGSTROEM)
N 1.39 -0.16 -0.07
C 0.12 -0.86 0.14
C -1.05 0.16 0.02
N -0.64 1.43 0.07
S -2.65 -0.35 -0.04
H 1.61 -0.33 -1.06
H 2.14 -0.66 0.39
H 0.03 -1.38 1.12
H -0.02 -1.60 -0.63
H -1.30 2.17 0.09
H 0.37 1.58 -0.05

***

Run x
Below is the molecule C2H6N2S, with properties calculated with wB97M-V/def2-TZVPD.

Computed properties:
net charge = 0
M = 90.2 g/mol
Kohn-Sham gap = 9.76 eV
SMILES = [H]/N=C/CSN
lowest unoccupied orbital energy = 0.75 eV
HOMO level = -9.01 eV

CARTESIAN COORDINATES (ANGSTROEM)
H 0.83 2.35 1.31
N 0.41 1.42 1.48
C 0.93 0.57 0.76
C 0.37 -0.75 0.72
S -0.16 -1.14 -1.05
N -1.49 -0.13 -1.51
H 1.79 0.65 0.16
H -0.38 -1.04 1.49
H 1.00 -1.64 0.75
H -1.11 0.52 -2.30
H -2.19 -0.82 -1.83

***

run w wins, 1.614 eV ahead of the next structure.